{"formula": "C23H35As3ClN3O6Pt", "method": "the ωB97M-V functional and the def2-TZVPD basis", "charge": 2, "homo_energy_ev": -13.1, "energy_ev": -239433.68532, "symbols": ["Pt", "As", "As", "As", "Cl", "O", "O", "O", "O", "O", "O", "N", "N", "N", "C", "C", "C", "C", "C", "C", "C", "C", "C", "C", "C", "C", "C", "C", "C", "C", "C", "C", "C", "C", "C", "C", "C", "H", "H", "H", "H", "H", "H", "H", "H", "H", "H", "H", "H", "H", "H", "H", "H", "H", "H", "H", "H", "H", "H", "H", "H", "H", "H", "H", "H", "H", "H", "H", "H", "H", "H", "H"], "xyz": [[-1.353, 0.488, -0.628], [-0.221, 1.851, 1.295], [4.973, -0.146, 1.250], [-0.184, -1.668, 0.457], [-2.632, 2.883, -1.006], [-3.153, 1.801, -1.773], [-1.228, 2.989, -1.301], [-3.266, -2.520, -3.081], [-1.037, -1.922, -4.224], [-2.728, 2.474, 0.383], [-3.282, 4.082, -1.214], [0.307, 0.725, -2.321], [-3.324, -0.622, -0.111], [-1.819, -0.926, -2.310], [1.647, 1.164, 1.676], [-1.165, 1.979, 3.009], [1.133, 1.761, -2.377], [1.135, -0.542, 3.424], [0.252, -3.118, -0.783], [-3.856, -1.263, -1.142], [-4.084, -0.246, 0.905], [4.397, 0.583, -0.501], [1.949, -0.257, 2.160], [5.301, -2.009, 0.720], [0.553, 0.385, -4.665], [1.697, 2.177, -3.573], [-0.997, -1.069, -3.377], [3.439, -0.327, 2.560], [-1.122, -2.731, 1.824], [-5.212, -1.551, -1.220], [-6.018, -1.160, -0.162], [-5.448, -0.512, 0.924], [1.407, 1.475, -4.733], [-2.960, -1.668, -2.289], [0.244, 3.736, 1.159], [0.011, 0.062, -3.428], [1.670, -1.365, 1.138], [2.184, 1.363, 0.745], [4.218, 1.653, -0.436], [5.224, 0.424, -1.193], [2.347, 3.038, -3.592], [-1.870, -3.335, 1.303], [1.407, -1.503, 3.855], [0.903, 3.994, 1.993], [-0.662, -3.481, -1.255], [-3.603, 0.303, 1.705], [0.717, -3.946, -0.240], [-1.634, -2.106, 2.554], [4.434, -2.416, 0.199], [2.030, 1.862, 2.429], [0.926, -2.776, -1.568], [3.636, -1.297, 3.025], [0.291, -0.209, -5.528], [1.336, 2.278, -1.448], [-7.081, -1.349, -0.194], [-6.042, -0.202, 1.768], [2.257, -1.195, 0.229], [1.301, 0.226, 4.176], [0.074, -0.556, 3.167], [-0.424, -3.395, 2.339], [-1.983, 2.683, 2.846], [3.626, 0.429, 3.327], [0.705, 3.993, 0.208], [5.525, -2.619, 1.592], [-0.680, 4.305, 1.249], [3.517, 0.071, -0.888], [-0.490, 2.389, 3.762], [-5.593, -2.058, -2.096], [6.160, -2.049, 0.051], [1.822, 1.775, -5.684], [1.984, -2.327, 1.565], [-1.586, 1.042, 3.369]]}

***

{"formula": "C23H35Cl2N4O7PTa", "method": "the ωB97M-V functional and the def2-TZVPD basis", "relative_energy_ev": 2.895, "charge": 3, "homo_energy_ev": -17.1, "energy_ev": -80574.23709, "symbols": ["Ta", "Cl", "Cl", "P", "O", "O", "O", "O", "O", "O", "O", "N", "N", "N", "N", "C", "C", "C", "C", "C", "C", "C", "C", "C", "C", "C", "C", "C", "C", "C", "C", "C", "C", "C", "C", "C", "C", "C", "H", "H", "H", "H", "H", "H", "H", "H", "H", "H", "H", "H", "H", "H", "H", "H", "H", "H", "H", "H", "H", "H", "H", "H", "H", "H", "H", "H", "H", "H", "H", "H", "H", "H", "H"], "xyz": [[-0.326, -0.116, -0.174], [-0.052, 4.063, -6.381], [-1.648, -0.662, -4.250], [-0.057, -2.836, 0.341], [-0.438, 0.369, -1.878], [0.435, -0.066, 1.636], [0.798, 2.172, -0.432], [-6.397, 0.235, -0.097], [-2.671, -2.243, -0.914], [-1.921, 1.754, 0.583], [1.341, 0.440, 3.576], [2.681, 0.317, 0.272], [-4.578, -1.027, -0.509], [-2.454, -0.260, 0.029], [2.607, 0.529, 1.665], [-2.854, 0.984, 0.324], [-1.239, -4.598, -1.635], [0.020, -4.225, -0.872], [0.698, 2.904, -1.421], [-0.360, 1.214, -2.895], [1.592, -2.900, 1.214], [0.212, 2.509, -2.717], [-4.526, 1.112, 2.743], [-4.792, 2.006, 1.537], [2.246, -4.277, 1.278], [-1.364, -3.222, 1.600], [0.279, 3.386, -3.805], [-4.025, 1.738, -2.288], [-0.895, 0.873, -4.153], [-0.202, 3.007, -5.060], [-4.415, 2.363, -0.953], [1.444, 0.324, 2.302], [-0.814, 1.753, -5.220], [-1.028, -4.296, 2.634], [-4.301, 1.353, 0.224], [2.444, 0.802, 4.430], [-3.252, -1.255, -0.504], [-5.211, 0.171, -0.106], [0.315, -5.069, -0.238], [-3.455, 0.944, 2.878], [-4.301, 2.970, 1.666], [-3.778, 3.221, -0.731], [-1.528, -3.832, -2.345], [3.478, -0.286, 0.056], [3.319, 0.178, 4.245], [-4.744, 0.977, -2.580], [2.840, 1.209, -0.204], [2.263, -2.212, 0.692], [-1.048, -5.518, -2.182], [-5.204, -1.760, -0.846], [1.573, -5.024, 1.686], [1.017, 3.954, -1.332], [-0.192, -4.013, 3.268], [0.839, -4.020, -1.567], [2.091, 0.623, 5.446], [1.418, -2.529, 2.227], [-2.075, -4.778, -0.968], [3.113, -4.236, 1.932], [-5.865, 2.175, 1.427], [-1.901, -4.424, 3.272], [-5.027, 0.151, 2.632], [3.401, 0.948, 2.146], [2.683, 1.862, 4.325], [-1.609, -2.287, 2.117], [2.594, -4.600, 0.302], [-2.237, -3.532, 1.023], [0.720, 4.364, -3.674], [-4.020, 2.502, -3.059], [-1.233, 1.479, -6.177], [-0.830, -5.265, 2.182], [-3.030, 1.285, -2.242], [-5.448, 2.711, -0.990], [-4.914, 1.594, 3.637]]}

***

{"formula": "C23H35ClN5O2RuSb2", "method": "the ωB97M-V functional and the def2-TZVPD basis", "relative_energy_ev": 0.000, "spin_multiplicity": 6, "charge": 2, "homo_energy_ev": [-11.9, -12.8], "energy_ev": -64128.79949, "symbols": ["Sb", "Sb", "Ru", "Cl", "O", "O", "N", "N", "N", "N", "N", "C", "C", "C", "C", "C", "C", "C", "C", "C", "C", "C", "C", "C", "C", "C", "C", "C", "C", "C", "C", "C", "C", "C", "H", "H", "H", "H", "H", "H", "H", "H", "H", "H", "H", "H", "H", "H", "H", "H", "H", "H", "H", "H", "H", "H", "H", "H", "H", "H", "H", "H", "H", "H", "H", "H", "H", "H", "H"], "xyz": [[1.094, 1.658, 1.637], [-0.183, -1.957, 0.833], [-0.635, 0.606, -0.425], [4.175, -0.104, -6.434], [1.494, 0.080, -1.347], [-0.717, 1.158, -2.752], [-4.889, 0.003, -1.699], [-3.357, 4.153, -0.841], [-2.759, -0.057, -0.727], [-1.811, 2.531, -0.152], [-3.740, 1.967, -1.360], [3.407, -0.427, -2.577], [-1.461, -3.656, 0.624], [0.792, 3.686, 2.229], [2.021, -0.470, 3.646], [3.386, -0.045, -4.942], [4.049, -0.479, -3.773], [2.370, -2.848, 3.482], [-2.911, 2.874, -0.731], [3.702, -2.702, 3.824], [0.026, 1.032, -3.708], [4.207, -1.434, 4.077], [1.172, 0.765, 3.597], [1.658, -2.835, 0.230], [-6.097, 0.763, -2.017], [-3.767, 0.586, -1.236], [-4.936, -1.450, -1.804], [2.063, 0.444, -4.879], [1.392, 0.503, -3.688], [0.088, -1.993, 2.975], [1.515, -1.751, 3.376], [3.367, -0.338, 3.994], [2.047, 0.059, -2.465], [3.174, 1.707, 1.204], [-4.344, 4.336, -0.927], [-0.607, -1.280, 3.414], [3.550, 0.686, 1.151], [-0.185, 3.797, 2.700], [1.558, 3.970, 2.950], [-2.812, 4.890, -0.429], [3.702, 2.240, 1.993], [-4.407, 2.370, -1.996], [0.859, 4.353, 1.370], [-2.973, -1.037, -0.598], [3.346, 2.207, 0.252], [-5.053, -1.925, -0.827], [-2.415, -3.467, 1.116], [1.971, -3.842, 3.311], [5.064, -0.845, -3.852], [-0.226, -2.989, 3.288], [5.242, -1.302, 4.362], [0.148, 0.594, 3.926], [3.754, 0.647, 4.228], [1.594, 1.535, 4.244], [-1.394, 3.312, 0.342], [1.666, -2.954, -0.853], [-6.033, 1.249, -2.995], [-6.307, 1.504, -1.246], [-0.329, 1.343, -4.703], [-6.940, 0.080, -2.042], [1.592, 0.773, -5.798], [2.478, -2.187, 0.535], [-5.781, -1.730, -2.425], [1.780, -3.808, 0.702], [-0.987, -4.513, 1.099], [3.886, -0.751, -1.662], [4.337, -3.573, 3.911], [-4.032, -1.826, -2.286], [-1.637, -3.883, -0.426]]}